# C4H6INS

A cluster of 2 separate species, C4H6INS in total in a non-equilibrium geometry (ωB97M-V with the def2-TZVPD basis set, the OMol25 dataset).

Structure (XYZ):
```
13
Properties=species:S:1:pos:R:3:forces:R:3
C -0.444668 0.369933 -0.050132 0.572 0.676 0.444
C 0.813710 -3.288077 -0.186017 -0.498 -0.093 -0.574
C -0.457236 1.817715 0.399693 0.987 -0.925 1.493
C -0.718704 -0.682251 0.728933 -0.619 0.612 -0.437
N -0.067416 0.210435 -1.403226 0.381 0.581 -0.243
S 2.063845 -3.414610 0.645978 0.703 -0.081 0.473
I 1.685980 1.189571 -2.104032 -0.646 -0.227 0.449
H -1.116335 2.149826 1.206497 -0.109 -0.784 -0.005
H -0.672903 2.423081 -0.411199 -0.419 1.260 -1.765
H 0.564243 2.077614 0.727054 -0.267 -0.029 -0.144
H -0.727007 -1.685255 0.296089 0.015 0.338 0.560
H -1.141470 -0.430295 1.698797 0.058 -0.548 -0.084
H 0.217961 -0.737688 -1.548437 -0.159 -0.779 -0.166
```
Positions in Å, forces in eV/Å.

ΔE to the lowest compared entry with this formula, charge and spin (kcal per mole): 66.8
Max |F| (eV Å⁻¹): 2.21
Total energy (hartree): -906.516073
Orbital gap (Eh): 0.294
Highest occupied orbital energy (eV): -8.453

Atomic partial charges in e from the natural (NBO) method, atoms 1 to 6:
1. C 0.1672
2. C -0.2187
3. C -0.6624
4. C -0.4828
5. N -0.7104
6. S 0.2185